Entry 1:
ORCA calculation (ωB97M-V/def2-TZVPD) on a single C6H8F2 molecule at a distorted geometry.

Highest occupied orbital energy, hartree: -0.3591
DFT total energy, eV: -11785.8781
ΔE to the lowest compared entry with this formula, charge and spin, kcal/mol: 0.0
SMILES: FC[C@H]1CC=C[C@@H]1F
Frontier orbital gap, eV: 10.9

Last column: natural (NBO) charge in e.
Geometry (Å):
1 F -0.515 -0.972 2.063  -0.3649
2 F -0.725 -1.720 -1.622  -0.3857
3 C 0.434 -0.426 -0.023  -0.2813
4 C 0.378 -1.749 -0.743  0.0566
5 C -0.024 1.898 0.199  -0.1493
6 C -0.630 1.279 1.215  -0.2306
7 C 0.483 0.869 -0.824  -0.4407
8 C -0.717 -0.194 0.931  0.1661
9 H 1.240 -2.009 -1.367  0.1751
10 H 0.155 2.902 0.048  0.2072
11 H -0.346 0.764 -1.608  0.2222
12 H 1.396 -0.425 0.587  0.2225
13 H -1.651 -0.469 0.398  0.1798
14 H 1.453 1.116 -1.293  0.2214
15 H 0.225 -2.574 -0.014  0.1800
16 H -1.156 1.712 2.052  0.2216

Forces on the atoms, in the same order (eV/Å):
F -0.5 -0.2 0.2
F 0.1 -0.2 0.2
C 2.2 0.0 0.6
C -0.5 -0.4 -0.2
C 0.3 -2.8 0.2
C -0.3 0.2 -0.7
C -1.6 0.3 -0.9
C 0.5 0.1 -0.3
H 0.0 0.4 0.2
H 0.1 2.0 0.0
H 1.3 0.4 0.5
H -1.1 -0.2 -0.3
H 0.1 -0.1 0.8
H -0.6 -0.2 0.2
H 0.0 0.5 -0.4
H 0.1 0.2 0.1

Entry 2:
ORCA calculation (ωB97M-V/def2-TZVPD) on 7 unconnected molecules or ions with the total composition C45H49BF11O2S at a distorted geometry.

Charge: -1
Highest occupied orbital energy, hartree: -0.1744
DFT total energy, eV: -92957.0770
Frontier orbital gap, eV: 5.6

Last column: Löwdin charge in e.
Geometry (Å):
1 S 1.875 2.734 -2.001  0.9865
2 F 0.548 2.793 0.295  0.0908
3 F 1.176 4.793 -0.467  0.0589
4 F 0.220 2.425 -2.063  -0.1940
5 F 2.160 1.212 -1.439  -0.1385
6 F 1.546 4.226 -2.716  -0.2048
7 F 3.475 3.141 -2.072  -0.1582
8 F 3.684 4.715 0.321  0.0380
9 F 3.692 2.394 0.674  0.0776
10 F 1.727 0.576 1.649  0.0004
11 F 2.053 -4.608 4.061  -0.1617
12 F 2.019 2.127 -3.543  -0.1789
13 O -0.390 1.046 4.288  -0.0842
14 O 1.733 0.295 3.856  0.0199
15 C 0.021 -1.577 4.767  -0.1046
16 C 3.113 9.950 -2.509  -0.1049
17 C 0.299 -2.814 3.759  -0.2018
18 C 2.709 7.631 -1.993  -0.0803
19 C 3.176 8.886 -1.615  -0.0933
20 C -2.806 -1.089 0.829  -0.0793
21 C 1.843 -3.212 3.672  -0.1482
22 C -0.566 -7.276 -0.219  -0.1059
23 C 3.630 1.883 -7.454  -0.0918
24 C 2.114 8.506 -4.159  -0.0964
25 C 2.628 2.549 3.107  -0.0842
26 C 1.632 1.333 2.858  -0.3902
27 C 0.631 -11.687 4.647  -0.1067
28 C -0.192 -4.954 -0.743  -0.0916
29 C 2.174 7.443 -3.263  -0.0869
30 C -4.236 0.070 -0.727  -0.1076
31 C -4.065 -0.880 0.275  -0.1016
32 C 2.586 9.759 -3.782  -0.1055
33 C -8.249 1.029 -1.547  -0.1015
34 C -1.888 0.603 -0.620  -0.0838
35 C 1.112 -11.159 3.452  -0.0997
36 C 1.621 3.459 -0.286  -0.3337
37 C 4.134 2.410 -8.639  -0.1039
38 C -9.445 1.407 0.937  -0.0987
39 C 2.916 3.553 0.631  -0.3333
40 C 0.443 -5.821 1.415  -0.0729
41 C -3.148 0.815 -1.171  -0.0972
42 C 0.188 1.948 3.304  -0.1368
43 C 2.403 3.805 2.148  -0.0573
44 C -9.545 2.392 -0.041  -0.1017
45 C 0.717 -9.496 5.649  -0.0916
46 C 0.353 -4.757 0.522  -0.0807
47 C 4.426 3.767 -8.727  -0.1062
48 C 0.432 -10.855 5.744  -0.1038
49 C 3.724 4.068 -6.442  -0.0850
50 C -8.153 0.042 -0.571  -0.1034
51 C -8.748 0.233 0.672  -0.0920
52 C -1.717 -0.351 0.378  -0.0746
53 C 4.223 4.596 -7.629  -0.0993
54 C -0.014 -7.081 1.042  -0.0926
55 C 1.388 -9.799 3.355  -0.1049
56 C -0.654 -6.214 -1.113  -0.1079
57 C 3.423 2.712 -6.357  -0.0827
58 C -8.943 2.204 -1.281  -0.0999
59 C 1.192 -8.968 4.453  -0.0848
60 B 0.331 -0.212 3.915  -0.7764
61 H 2.215 -3.122 2.596  0.1121
62 H -2.673 -1.828 1.611  0.1029
63 H -0.631 2.064 2.523  0.1196
64 H -9.910 1.556 1.905  0.0984
65 H -7.615 -0.876 -0.779  0.0993
66 H 3.589 9.035 -0.623  0.0998
67 H 1.270 -11.807 2.598  0.0973
68 H 0.055 -11.266 6.674  0.0965
69 H 2.479 -2.568 4.371  0.1215
70 H 3.476 10.929 -2.214  0.0963
71 H 1.757 -9.386 2.422  0.0965
72 H -1.081 -6.367 -2.098  0.0942
73 H -0.734 -0.518 0.807  0.0818
74 H -0.305 -3.723 4.090  0.1052
75 H -0.209 -0.451 2.855  0.0900
76 H -1.040 1.180 -0.968  0.0660
77 H -5.217 0.231 -1.161  0.0745
78 H 0.412 -12.746 4.722  0.0954
79 H 2.398 2.924 4.165  0.1374
80 H -9.015 2.975 -2.041  0.0980
81 H 1.335 4.203 2.178  0.1282
82 H 2.762 6.801 -1.298  0.0867
83 H -4.915 -1.458 0.625  0.0912
84 H 4.814 4.179 -9.653  0.0959
85 H -0.929 -8.258 -0.507  0.0944
86 H -0.037 -2.586 2.692  0.0776
87 H 4.453 5.653 -7.697  0.0978
88 H 0.060 -7.910 1.737  0.0754
89 H -0.257 -4.126 -1.440  0.1000
90 H -1.051 -1.687 5.117  0.0963
91 H 2.542 10.588 -4.481  0.0958
92 H 0.707 -3.774 0.813  0.0885
93 H -10.091 3.306 0.164  0.0972
94 H -7.782 0.881 -2.514  0.1005
95 H 0.181 2.979 3.812  0.1239
96 H 3.398 0.826 -7.386  0.1007
97 H 0.870 -5.667 2.400  0.0822
98 H 4.298 1.763 -9.494  0.0963
99 H -3.282 1.561 -1.948  0.0957
100 H -8.668 -0.534 1.435  0.1012
101 H 3.043 4.649 2.587  0.1339
102 H 1.700 8.357 -5.150  0.0985
103 H 1.804 6.466 -3.555  0.0847
104 H 3.028 2.303 -5.434  0.0782
105 H 3.722 2.212 3.160  0.1328
106 H 1.409 -7.907 4.377  0.1034
107 H 3.569 4.713 -5.584  0.0983
108 H 0.567 -8.850 6.506  0.1017
109 H 0.798 -1.642 5.600  0.0955

Forces on the atoms, in the same order (eV/Å):
S -1.0 -0.3 -3.3
F 2.8 1.1 -0.9
F 0.9 -2.6 0.6
F 2.6 0.3 -0.4
F -0.2 2.5 -0.5
F 0.6 -2.1 0.7
F -2.0 -0.9 0.5
F -1.1 -2.5 -0.5
F -1.0 2.2 -1.3
F 0.0 2.3 0.3
F -0.2 1.4 -0.3
F -0.3 0.7 2.3
O 1.1 1.1 -0.6
O 1.0 1.3 -1.7
C 1.2 -0.9 -0.5
C 0.0 -0.1 0.0
C 0.3 -0.4 0.4
C 0.0 0.0 0.0
C 0.0 0.0 -0.1
C -0.1 0.0 -0.1
C -0.4 0.4 -0.1
C 0.0 0.0 0.0
C 0.0 0.1 0.0
C 0.0 0.0 0.1
C 0.5 -0.5 0.0
C -1.1 -1.0 3.6
C 0.0 0.1 0.0
C 0.0 -0.1 0.0
C 0.0 0.0 0.0
C 0.0 0.0 0.0
C 0.1 0.1 -0.1
C 0.0 -0.1 0.0
C 0.0 0.0 0.1
C -0.1 -0.1 0.0
C 0.0 0.0 0.1
C -1.5 1.7 0.9
C 0.0 0.0 0.1
C 0.0 0.0 -0.1
C -0.1 0.5 3.4
C 0.0 0.0 0.0
C 0.0 -0.1 0.0
C -2.7 -0.2 0.4
C 0.6 0.1 0.4
C 0.0 -0.1 0.0
C 0.0 -0.1 -0.1
C 0.0 -0.1 -0.1
C 0.0 0.0 0.0
C 0.0 0.0 -0.1
C 0.0 0.0 -0.1
C -0.1 0.1 0.0
C 0.0 0.0 0.0
C 0.0 0.0 -0.1
C 0.0 -0.1 0.0
C 0.0 0.1 -0.1
C 0.0 -0.1 0.1
C 0.0 0.0 0.1
C 0.0 0.0 0.0
C 0.0 0.0 0.0
C 0.0 0.0 0.0
B -1.8 0.1 0.5
H -0.3 -0.2 1.5
H 0.0 0.1 0.0
H 1.3 -0.3 0.1
H 0.0 0.0 -0.1
H 0.0 0.1 0.0
H 0.0 0.0 -0.1
H 0.0 0.0 0.0
H 0.0 0.0 -0.1
H -0.9 -1.0 -1.0
H 0.0 -0.1 0.0
H 0.0 0.0 0.1
H 0.0 0.0 0.1
H -0.1 0.1 0.1
H 1.0 0.9 -0.4
H 0.5 -0.2 -0.9
H -0.2 -0.2 0.1
H 0.0 0.0 0.0
H 0.0 0.1 0.0
H 0.1 -0.7 -1.5
H 0.0 -0.1 0.1
H 1.4 -0.8 -0.2
H 0.0 0.0 -0.1
H 0.0 0.0 0.0
H 0.0 0.0 0.1
H 0.0 0.1 0.0
H 0.3 0.0 1.5
H 0.0 -0.1 0.0
H -0.1 0.1 0.0
H 0.0 0.0 0.1
H 1.3 0.4 -0.1
H 0.0 0.0 0.0
H 0.0 -0.1 0.0
H 0.0 0.0 0.0
H 0.0 0.0 0.1
H 0.8 -1.2 -0.8
H 0.0 0.1 0.0
H 0.0 0.0 -0.1
H 0.0 0.0 0.0
H 0.0 0.0 0.0
H 0.0 0.1 -0.1
H -0.8 -1.2 -0.9
H 0.0 0.0 0.1
H 0.0 0.1 0.0
H 0.1 0.1 -0.2
H -1.5 0.5 -0.5
H 0.0 -0.1 0.0
H 0.0 0.0 0.0
H 0.0 0.0 -0.1
H -1.3 -0.3 -0.5

Entry 3:
ORCA calculation (ωB97M-V/def2-TZVPD) on a molecular structure, C18H45FGaN14O11S at a distorted geometry.

Charge: -1
Highest occupied orbital energy, hartree: -0.1798
DFT total energy, eV: -128717.6920
Frontier orbital gap, eV: 6.2

Last column: Löwdin charge in e.
Geometry (Å):
1 Ga -3.871 0.784 0.020  0.3990
2 S -4.773 1.793 1.928  0.6209
3 F -3.743 2.899 2.590  -0.2807
4 O -2.361 -1.045 -2.531  0.0083
5 O 7.278 -7.047 -1.153  0.0143
6 O -5.045 -0.719 6.711  0.0170
7 O -4.094 1.791 -1.557  -0.3310
8 O 5.553 -2.932 0.766  0.0158
9 O -6.109 2.341 1.651  -0.4155
10 O -4.918 0.723 2.935  -0.4126
11 O 3.527 2.408 3.927  0.0306
12 O -10.264 4.271 -1.103  -0.0120
13 O -0.474 -0.335 -6.671  0.0180
14 O -1.030 1.323 0.626  -0.1326
15 N 7.456 -8.687 -2.707  0.1524
16 N -0.967 0.357 -8.776  0.1531
17 N -8.823 3.526 0.487  0.1618
18 N -1.990 -1.483 -4.730  0.1405
19 N -8.033 4.256 -1.536  0.1506
20 N 2.985 0.416 4.839  0.1637
21 N 6.436 -4.994 0.436  0.1549
22 N -6.375 0.685 7.900  0.1265
23 N 4.471 1.820 5.907  0.1359
24 N 7.781 -3.132 0.384  0.1414
25 N -2.291 0.675 -3.995  0.1637
26 N -6.192 0.903 5.615  0.1629
27 N 8.076 -6.529 -3.209  0.1560
28 N 1.208 0.339 -8.027  0.1552
29 C -1.939 0.223 0.322  -0.2267
30 C -2.223 -0.649 -3.678  -0.6741
31 C -0.186 3.873 1.852  -0.0671
32 C 7.584 -7.398 -2.282  -0.6641
33 C 6.521 -3.644 0.544  -0.6695
34 C 2.657 1.700 0.995  -0.0462
35 C 2.159 -0.701 1.030  -0.2618
36 C 3.128 0.345 1.103  -0.0672
37 C 0.754 -0.392 0.867  0.0185
38 C 0.516 4.000 -0.673  -0.0660
39 C 1.269 2.009 0.826  -0.1286
40 C -5.817 0.226 6.732  -0.6915
41 C -0.103 0.092 -7.754  -0.6565
42 C 2.566 -2.191 1.148  -0.0723
43 C 3.652 1.603 4.830  -0.6843
44 C 0.268 0.956 0.754  -0.2213
45 C 0.905 3.507 0.765  -0.3490
46 C -9.118 4.033 -0.738  -0.6975
47 H -7.087 4.065 -1.256  0.0972
48 H 8.180 -5.571 -2.929  0.1059
49 H -0.682 0.707 -9.670  0.0919
50 H 5.528 -5.405 0.546  0.1086
51 H -6.121 0.210 8.745  0.0894
52 H 4.180 0.053 1.232  0.0973
53 H -2.466 1.321 -3.238  0.0828
54 H -7.010 1.458 7.947  0.0798
55 H 8.332 -6.795 -4.141  0.0939
56 H 2.214 -2.650 2.094  0.0720
57 H 1.339 4.641 -1.062  0.0640
58 H -1.185 3.806 1.388  0.0629
59 H 7.884 -2.137 0.457  0.0982
60 H -5.808 0.605 4.727  0.0596
61 H 4.587 1.169 6.659  0.0828
62 H 1.538 0.689 -8.906  0.0924
63 H 2.377 0.226 4.058  0.1016
64 H 3.390 2.511 1.074  0.0967
65 H -4.722 -0.564 -0.193  -0.0144
66 H -0.370 4.670 -0.622  0.0695
67 H 0.310 3.181 -1.385  0.0758
68 H -1.926 -0.456 1.213  0.0734
69 H 7.218 -5.592 0.250  0.0532
70 H -9.591 3.345 1.105  0.0998
71 H 0.072 -1.250 0.853  0.0989
72 H -8.206 4.629 -2.449  0.0943
73 H -1.932 -2.464 -4.531  0.0958
74 H -1.525 -0.346 -0.530  0.0528
75 H 1.803 4.089 1.066  0.1150
76 H -0.049 3.160 2.688  0.0835
77 H -4.499 1.187 -2.188  -0.0343
78 H -1.876 -1.163 -5.684  0.0455
79 H -0.025 4.898 2.249  0.0708
80 H -7.886 3.326 0.798  0.0555
81 H 1.871 0.155 -7.295  0.1095
82 H -1.942 0.186 -8.608  0.1058
83 H 8.591 -3.693 0.202  0.0844
84 H 4.977 2.685 5.930  0.0934
85 H 3.069 -0.266 5.568  0.0892
86 H -2.179 1.028 -4.926  0.0799
87 H -6.826 1.679 5.628  0.0915
88 H 7.699 -8.996 -3.628  0.0932
89 H 7.095 -9.352 -2.048  0.1054
90 H 3.666 -2.304 1.109  0.0249
91 H 2.092 -2.762 0.320  0.0778

Forces on the atoms, in the same order (eV/Å):
Ga 1.1 -1.3 -1.9
S -2.1 -1.8 1.1
F -1.0 -0.2 -0.2
O 0.0 -0.2 -0.1
O 0.2 -0.3 -0.2
O -0.1 0.0 0.2
O 0.1 0.2 0.4
O 0.5 -0.1 -0.1
O 1.4 1.1 0.1
O 1.1 1.3 -0.7
O 0.2 0.2 0.2
O 0.1 0.0 0.0
O 0.1 0.2 -0.5
O 0.6 -0.5 -0.3
N -0.1 -0.2 0.1
N -0.2 0.0 0.0
N 0.0 0.0 0.2
N -0.3 -0.4 -0.3
N 0.1 0.2 -0.2
N -0.2 -0.1 -0.1
N -0.1 0.3 0.4
N -0.1 0.0 0.4
N 0.2 0.1 0.2
N 0.2 0.3 -0.1
N -0.1 0.4 0.1
N 0.1 -0.3 -0.1
N 0.1 0.2 0.0
N 0.2 -0.1 0.1
C 0.0 0.0 1.0
C 0.0 0.1 0.0
C 0.6 -0.2 -0.6
C 0.0 0.0 0.0
C -0.3 -0.2 0.1
C -1.0 -1.5 -0.1
C -0.6 0.8 0.1
C -1.9 -0.2 -0.3
C 0.9 0.7 0.1
C 0.1 0.6 0.3
C 0.9 -0.2 0.1
C 0.0 0.1 -0.4
C 0.0 0.0 0.0
C -0.1 0.6 -0.2
C -0.2 -0.1 -0.3
C 2.3 -0.3 0.4
C -0.4 0.1 0.4
C -0.1 -0.1 0.1
H 0.0 -0.1 0.0
H -0.1 0.0 0.0
H 0.0 0.0 0.0
H 0.0 0.0 -0.1
H 0.0 0.0 0.0
H -0.4 0.4 -0.1
H -0.1 -0.1 0.1
H 0.0 0.0 -0.1
H 0.0 0.0 0.0
H 0.1 0.3 -0.4
H -0.4 -0.6 0.0
H 0.3 -0.1 0.6
H 0.0 0.0 0.0
H 0.1 0.2 0.0
H 0.0 0.0 0.0
H 0.0 0.0 0.0
H 0.1 0.0 0.0
H -0.5 -0.2 0.0
H -0.2 0.4 0.4
H 0.4 -0.5 -0.1
H 0.1 0.4 0.4
H -0.1 0.3 -0.6
H -0.1 -0.1 -0.2
H 0.0 0.0 0.0
H 0.2 0.5 -0.1
H 0.0 0.0 0.0
H 0.0 0.1 0.1
H -0.5 0.3 0.2
H -0.3 -0.6 -0.2
H -0.5 0.4 -0.3
H -0.1 0.0 0.2
H 0.2 -0.1 0.5
H -0.1 -0.5 -0.3
H 0.1 -0.1 0.0
H 0.0 0.0 0.0
H 0.0 0.0 0.0
H 0.0 -0.1 0.0
H 0.0 0.0 0.0
H 0.0 0.0 0.0
H 0.1 -0.1 0.0
H 0.0 0.0 0.0
H 0.0 0.0 0.0
H 0.0 0.0 0.0
H -0.9 0.0 -0.1
H 0.4 0.3 0.4